Molecular formula: C32H41B2Br2F2NNbO12
Method: DFT, the ωB97M-V functional and the def2-TZVPD basis

Structure (XYZ):
```
93
Properties=species:S:1:pos:R:3:mulliken_charge:R:1
C -2.667 -5.525 -2.741 0.06
C -2.462 -2.766 0.803 -0.14
F -1.441 3.177 -4.244 -0.21
H 1.815 -1.523 0.695 0.10
C 4.617 4.980 6.373 -0.39
C 4.005 -5.524 -2.376 -0.49
Br -0.216 1.909 3.109 -0.17
C 0.893 5.144 -2.263 -1.67
O -1.140 -2.391 0.419 -0.10
C 1.453 -0.298 2.465 0.38
H 1.387 -0.476 3.542 0.56
O -3.408 -0.035 -0.608 -0.61
C 1.054 3.499 -0.326 -0.39
C -4.312 3.861 1.160 -1.36
H -0.453 5.279 0.812 0.28
C 2.604 5.025 4.963 0.28
C 0.149 0.331 1.984 -0.67
H -3.422 4.066 1.760 0.29
C 4.482 3.507 6.515 0.36
H -3.595 3.146 -0.752 0.18
B -0.947 -1.536 -0.674 1.39
H -0.747 3.127 -1.452 0.42
C 2.476 3.554 5.097 0.08
H 5.993 -5.337 -1.661 0.39
H -1.997 -2.564 -2.005 0.36
C 5.031 -4.871 -1.834 -0.43
H -0.657 6.335 -0.606 0.34
H -0.160 5.136 -2.557 0.35
C 3.604 -2.786 -1.643 -0.26
H 1.378 3.445 0.721 0.10
O 5.850 -2.867 -0.911 -0.56
H 1.434 4.372 -2.818 0.31
C -0.730 0.788 -2.499 0.89
C 1.755 -1.624 1.780 -1.19
O -2.420 -9.392 -4.036 -0.57
H 1.296 6.111 -2.586 0.44
H 3.275 1.781 5.931 0.41
H -4.593 4.776 0.632 0.38
H 2.078 5.343 -0.502 0.53
H 0.980 -2.350 2.045 0.20
C 4.912 -3.444 -1.415 0.15
H -3.190 -2.545 0.014 0.21
H 2.712 -2.009 2.143 0.53
H 1.624 -2.958 -2.370 0.55
H 1.774 2.963 -0.954 0.30
C -2.866 -2.081 2.098 -1.14
C 2.698 -4.851 -2.590 0.29
H -1.077 3.272 0.243 0.11
O -2.451 1.505 -5.284 -0.59
H -5.123 3.590 1.841 0.32
H 3.510 -1.745 -1.352 0.56
H 3.818 6.756 5.536 0.41
O 1.744 -5.442 -3.056 -0.49
C -2.036 1.951 -4.256 0.37
H -4.631 -8.337 -3.214 0.39
C -3.861 -6.413 -2.764 -0.41
Nb -0.135 0.654 -0.268 -0.88
H -4.027 0.415 -1.196 0.24
C -0.343 2.872 -0.463 -0.29
O 5.278 2.873 7.177 -0.57
O -1.181 -2.047 -1.939 -0.86
H -2.739 0.677 -2.995 0.22
H -4.908 2.171 -0.051 0.34
C 2.585 -3.433 -2.198 -0.24
H -2.979 -1.004 1.964 0.03
H -4.787 -5.973 -2.417 0.43
C -1.301 -7.357 -3.632 -0.28
C -3.996 2.738 0.183 -0.12
C 0.076 5.855 0.047 -1.36
H 5.454 5.433 6.887 0.40
C -2.488 -8.242 -3.654 0.33
H -3.811 -2.495 2.464 0.45
C 1.070 4.982 -0.748 0.63
O -0.008 0.411 -3.372 -0.69
H -0.372 -7.793 -3.976 0.47
Br 3.006 0.895 2.293 -0.21
H 4.064 -6.563 -2.676 0.42
C -1.378 -6.097 -3.211 -0.47
C 3.747 5.682 5.654 -0.38
H -2.467 -3.853 0.951 0.44
F 1.701 0.339 -0.791 -0.72
C -3.778 -7.670 -3.188 -0.39
C 3.347 2.856 5.822 -0.44
N -2.062 1.437 -2.975 0.08
H -2.101 -2.263 2.859 0.27
O -2.757 -4.383 -2.348 -0.38
H -0.516 -5.442 -3.191 0.69
O 1.810 5.683 4.329 -0.54
B -2.482 0.841 0.020 1.27
H 0.600 6.655 0.579 0.32
H -0.630 -0.371 2.303 -0.13
H 1.650 3.073 4.585 0.34
O -3.026 1.875 0.771 -0.88
```

Calculated values
**Orbital gap**: 5.360 eV
**Charge**: -1
**LUMO**: 0.058 eV
**Electronic energy**: -208333.1802 eV


Molecular formula: C3H50FO21P
Method: DFT, the ωB97M-V functional and the def2-TZVPD basis

Structure (XYZ):
```
76
Properties=species:S:1:pos:R:3:mulliken_charge:R:1
H -1.554 0.195 -1.405 0.12
H 1.669 -2.029 0.855 0.41
H 1.149 2.640 1.446 0.30
H -4.988 4.823 -6.817 0.33
H 8.556 -0.698 -0.772 0.31
H 3.125 -1.639 5.317 0.34
H 2.765 0.354 0.708 0.13
O -7.417 7.145 -4.497 -0.70
H 6.028 -2.031 -1.213 0.34
H -3.282 4.289 -5.064 0.33
H -10.049 4.783 -2.288 0.36
H -2.582 -6.835 3.387 0.32
H 0.836 -4.649 1.013 0.31
H -0.346 -6.547 1.577 0.35
H 2.919 2.632 5.201 0.29
O -5.689 5.328 -6.389 -0.64
F 2.539 -0.595 -1.080 -0.40
O 1.646 -4.317 1.419 -0.63
H -0.596 0.965 -0.172 0.24
C -1.281 0.135 -0.352 -0.61
O -2.608 -4.822 4.298 -0.60
O -10.926 4.476 -2.565 -0.64
H 3.617 0.431 3.589 0.29
H 4.371 0.457 -1.347 0.35
O 2.497 -1.121 5.837 -0.61
O -2.302 1.401 -3.511 -0.62
H -8.257 6.899 -4.899 0.32
O -3.746 3.471 -5.274 -0.69
H 0.140 2.685 -5.168 0.29
C 1.967 -0.040 0.077 0.10
H -3.513 -4.759 4.619 0.31
H -1.345 -3.943 0.483 0.10
H -11.372 4.214 -1.755 0.32
H -6.502 5.023 -6.806 0.31
H 0.906 -0.727 1.786 0.28
O 2.316 2.604 4.452 -0.64
H 6.562 -1.297 0.012 0.29
H 0.416 3.800 0.778 0.29
H 3.295 -0.768 2.725 0.17
H 5.512 -0.107 2.027 0.33
H -2.156 0.256 0.281 0.35
H -1.213 -4.358 1.942 0.36
H -2.636 1.756 -4.344 0.29
P -0.472 -1.481 -0.034 0.00
H -2.204 -3.984 4.543 0.29
O -8.186 5.492 -2.217 -0.69
H 8.924 -2.129 -0.422 0.35
H 1.633 -1.363 5.491 0.30
H -0.029 -1.816 -1.327 0.05
O 6.317 0.232 1.618 -0.60
O -1.471 -4.700 1.077 -0.63
H 1.364 0.811 -0.235 0.05
H -6.753 6.626 -4.970 0.37
O 0.917 3.003 0.584 -0.60
O 0.426 -7.090 1.779 -0.61
H 5.328 1.061 -0.323 0.29
H 0.060 -7.977 1.861 0.30
H 2.194 1.669 4.257 0.35
H 5.348 -2.215 4.609 0.28
H -2.740 -6.423 1.938 0.31
H -8.051 6.208 -2.859 0.37
H 4.508 -3.087 3.674 0.30
O 6.237 -2.158 -0.282 -0.65
C 1.129 -1.084 0.777 -0.54
O 5.276 0.777 -1.244 -0.63
H 7.016 0.029 2.247 0.28
H -1.341 1.434 -3.598 0.34
O 0.411 2.332 -4.315 -0.63
H -4.628 3.601 -4.908 0.34
H 1.372 2.297 -4.350 0.31
O 4.667 -2.170 3.928 -0.58
H -7.808 5.812 -1.393 0.32
O 2.941 0.089 2.993 -0.52
H 2.341 -4.843 1.012 0.32
O -2.861 -7.176 2.531 -0.63
O 9.311 -1.260 -0.572 -0.63
```

Calculated values
**Orbital gap**: 8.472 eV
**Charge**: 0
**LUMO**: -0.367 eV
**Electronic energy**: -58926.8970 eV


Molecular formula: C31H20CoN6S
Method: DFT, the ωB97M-V functional and the def2-TZVPD basis

Structure (XYZ):
```
59
Properties=species:S:1:pos:R:3:nbo_charge:R:1
C -1.733 2.415 5.862 -0.19
H 2.256 3.987 -2.405 0.23
H -0.964 4.388 5.498 0.24
N 1.442 -0.488 1.634 -0.50
C -1.923 1.120 5.362 -0.17
C 1.327 3.554 -0.525 -0.18
Co -0.347 0.055 0.872 0.97
H -1.743 2.619 0.560 0.21
C 2.236 0.462 2.196 0.12
C -1.577 -3.577 -0.742 -0.03
H -3.366 -4.161 -1.783 0.24
H -3.883 3.498 -0.061 0.24
C 3.420 0.219 2.833 -0.28
C 3.129 -2.067 2.320 -0.22
H -1.637 -0.225 3.706 0.23
H -2.543 -6.502 -2.053 0.23
C 0.954 0.964 -1.549 -0.27
C -1.109 3.390 5.109 -0.20
H -5.654 1.915 -0.932 0.24
C 1.924 -1.752 1.663 0.37
H 3.974 1.048 3.249 0.24
C -0.863 1.751 3.332 0.18
H 3.427 -3.104 2.306 0.25
C -4.332 0.246 -0.770 -0.22
H -2.415 0.382 5.981 0.23
N 1.340 -2.828 1.043 -0.50
H -5.008 -0.493 -1.172 0.25
H 4.806 -1.335 3.421 0.24
H 0.815 -0.030 -1.955 0.23
C 1.581 1.955 -2.305 -0.15
N -2.133 0.623 0.138 -0.48
H 1.930 1.724 -3.303 0.23
C -0.692 -6.152 -1.033 -0.19
C 0.174 2.690 1.576 0.08
C 1.767 3.236 -1.800 -0.21
H 1.909 1.477 2.119 0.19
S 0.137 4.027 2.644 0.50
H 1.470 4.552 -0.125 0.23
N -0.366 1.597 2.051 -0.51
C -0.675 3.042 3.834 -0.23
C 0.230 -2.769 0.406 0.48
C -2.403 -4.469 -1.400 -0.17
C 3.878 -1.095 2.919 -0.13
C -4.673 1.563 -0.643 -0.13
C -1.752 -2.157 -0.408 0.47
C 0.517 1.275 -0.279 0.01
C -1.493 0.773 4.098 -0.24
C -3.703 2.438 -0.156 -0.26
H 1.086 -5.535 0.038 0.24
C -0.348 -3.956 -0.239 -0.10
C 0.703 2.567 0.231 -0.15
N -2.841 -1.538 -0.675 -0.50
C 0.125 -5.249 -0.366 -0.15
H -0.364 -7.175 -1.161 0.23
N -0.622 -1.685 0.247 -0.67
C -3.053 -0.210 -0.400 0.37
C -2.485 1.934 0.206 0.06
C -1.935 -5.768 -1.541 -0.19
H -2.081 2.656 6.857 0.23
```

Calculated values
**Orbital gap**: 7.623 eV
**Charge**: +1
**LUMO**: -3.406 eV
**Energy above the lowest of the compared OMol25 structures with the same formula, charge and spin**: 0.0 kJ/mol
**Electronic energy**: -89871.3297 eV